{
  "formula": "C74H173N11O16",
  "method": "ωB97M-V/def2-TZVPD",
  "e_lumo_ev": 0.42,
  "relative_energy_kcal_mol": 175.11,
  "e_homo_ev": -7.44,
  "charge": 0,
  "gap_ev": 7.9,
  "smiles": "CC1(C)CCCC(C)(C)N1O.CC1(C)CCCC(C)(C)N1O.CC1(C)CCCC(C)(C)N1O.CC1(C)CCCC(C)(C)N1O.COC[C@H](C)N.COC[C@H](C)N.COCCNCCOC.COCCNCCOC.COCCNCCOC.COCCNCCOC.COCCNCCOC",
  "spin_multiplicity": 1,
  "species": ["C", "C", "C", "C", "C", "C", "C", "C", "C", "N", "O", "H", "H", "H", "H", "H", "H", "H", "H", "H", "H", "H", "H", "H", "H", "H", "H", "H", "H", "H", "C", "C", "C", "C", "C", "C", "C", "C", "C", "N", "O", "H", "H", "H", "H", "H", "H", "H", "H", "H", "H", "H", "H", "H", "H", "H", "H", "H", "H", "H", "C", "C", "C", "C", "C", "C", "C", "C", "C", "N", "O", "H", "H", "H", "H", "H", "H", "H", "H", "H", "H", "H", "H", "H", "H", "H", "H", "H", "H", "H", "C", "C", "C", "C", "C", "C", "C", "C", "C", "N", "O", "H", "H", "H", "H", "H", "H", "H", "H", "H", "H", "H", "H", "H", "H", "H", "H", "H", "H", "H", "C", "O", "C", "C", "C", "N", "H", "H", "H", "H", "H", "H", "H", "H", "H", "H", "H", "C", "O", "C", "C", "C", "N", "H", "H", "H", "H", "H", "H", "H", "H", "H", "H", "H", "C", "O", "C", "C", "N", "C", "C", "O", "C", "H", "H", "H", "H", "H", "H", "H", "H", "H", "H", "H", "H", "H", "H", "H", "C", "O", "C", "C", "N", "C", "C", "O", "C", "H", "H", "H", "H", "H", "H", "H", "H", "H", "H", "H", "H", "H", "H", "H", "C", "O", "C", "C", "N", "C", "C", "O", "C", "H", "H", "H", "H", "H", "H", "H", "H", "H", "H", "H", "H", "H", "H", "H", "C", "O", "C", "C", "N", "C", "C", "O", "C", "H", "H", "H", "H", "H", "H", "H", "H", "H", "H", "H", "H", "H", "H", "H", "C", "O", "C", "C", "N", "C", "C", "O", "C", "H", "H", "H", "H", "H", "H", "H", "H", "H", "H", "H", "H", "H", "H", "H"],
  "xyz": [[-4.87695, -1.71845, -1.99018], [-5.56702, -0.40406, -2.47761], [-5.06331, 0.18198, -3.81338], [-6.96436, -0.90231, -2.60780], [-7.73477, -1.19566, -1.39019], [-7.81093, 0.16019, -0.59204], [-6.44637, 0.80540, -0.19887], [-6.70108, 2.35005, -0.01927], [-5.89107, 0.19663, 1.13071], [-5.51049, 0.67883, -1.38434], [-4.31555, 1.28403, -1.23411], [-3.83828, -1.48797, -1.75323], [-5.30923, -2.41791, -1.27465], [-4.86357, -2.47987, -2.77003], [-4.16330, 0.76960, -3.63233], [-4.90035, -0.52871, -4.62360], [-5.72610, 0.96439, -4.18304], [-7.56033, -0.44558, -3.39793], [-6.83334, -1.81427, -3.19027], [-8.73363, -1.58945, -1.57802], [-7.39085, -2.15905, -1.01376], [-8.38607, -0.02722, 0.31471], [-8.39765, 0.95817, -1.04711], [-5.78432, 2.87532, 0.24858], [-7.35786, 2.75345, 0.75144], [-7.11350, 2.78983, -0.92734], [-4.83551, 0.22546, 1.40097], [-6.16911, -0.85730, 1.13696], [-6.46935, 0.54986, 1.98448], [-4.40874, 1.92461, -1.94303], [5.26201, -3.88476, -2.46180], [5.70699, -3.12446, -1.17151], [7.09326, -2.59999, -1.29753], [4.70180, -1.89361, -1.08556], [4.38320, -1.25991, 0.27326], [4.16980, -2.39138, 1.29179], [5.29828, -3.40403, 1.35397], [6.61084, -2.70421, 1.94819], [4.82861, -4.50136, 2.29192], [5.49721, -3.95802, 0.03319], [6.28067, -5.08986, 0.08545], [4.23567, -4.18675, -2.67042], [5.46195, -3.24674, -3.32264], [5.89159, -4.76124, -2.61514], [7.30189, -1.65472, -0.79650], [7.83164, -3.37334, -1.08582], [7.28217, -2.27928, -2.32201], [5.00048, -1.24670, -1.91042], [3.70245, -2.13876, -1.44518], [5.24187, -0.59048, 0.32465], [3.48976, -0.63753, 0.32351], [3.26391, -2.91392, 0.98452], [3.91163, -1.89700, 2.22829], [7.41634, -3.43462, 2.02420], [6.54136, -2.43667, 3.00254], [6.92892, -1.83572, 1.37143], [5.71022, -5.08248, 2.56242], [3.99050, -5.14920, 2.03505], [4.54885, -4.01232, 3.22502], [5.64177, -5.80550, 0.04964], [-6.14167, -2.66511, 5.51269], [-5.38966, -3.96884, 5.33700], [-3.87886, -3.65657, 5.01830], [-5.40662, -4.68976, 6.68280], [-4.93205, -6.12605, 6.51501], [-5.81520, -6.90553, 5.48887], [-5.78795, -6.16651, 4.10346], [-4.40281, -6.44554, 3.38583], [-6.96558, -6.85697, 3.36054], [-6.11438, -4.74018, 4.29071], [-6.13921, -4.15705, 3.11567], [-5.43049, -1.83932, 5.53253], [-6.87711, -2.34677, 4.77384], [-6.70349, -2.56617, 6.44149], [-3.63379, -2.64945, 5.35556], [-3.17594, -4.39639, 5.40129], [-3.86600, -3.57842, 3.93118], [-4.77051, -4.17097, 7.39997], [-6.45235, -4.62153, 6.98260], [-3.87544, -6.17262, 6.25137], [-4.98367, -6.64967, 7.46960], [-6.76209, -7.09226, 5.99546], [-5.37751, -7.89397, 5.34925], [-4.20705, -7.43298, 2.96782], [-3.62928, -6.10529, 4.07429], [-4.36420, -5.83141, 2.48613], [-7.90692, -6.55321, 3.81847], [-6.97240, -7.94609, 3.40366], [-6.84689, -6.58463, 2.31181], [-7.04061, -3.83520, 3.04167], [-2.93459, 4.06919, 1.23079], [-1.86191, 4.87372, 1.95825], [-2.04393, 6.35789, 1.40020], [-2.19021, 4.80957, 3.48808], [-0.95701, 4.95497, 4.45957], [0.18230, 4.00444, 3.94347], [0.69233, 4.40039, 2.57355], [1.30202, 5.75417, 2.75002], [1.65498, 3.33825, 2.12612], [-0.48762, 4.41633, 1.61291], [-0.26004, 4.33481, 0.21168], [-2.91403, 3.00659, 1.47280], [-2.58856, 4.02520, 0.19811], [-3.93947, 4.47675, 1.34121], [-3.00691, 6.86287, 1.47611], [-1.80515, 6.22289, 0.34528], [-1.43090, 7.17226, 1.78633], [-2.80145, 5.69420, 3.66672], [-2.80398, 3.98814, 3.85772], [-1.27597, 4.67727, 5.46418], [-0.62365, 5.98854, 4.55289], [0.00032, 2.94229, 4.10719], [0.91833, 4.35919, 4.66494], [1.82478, 6.00321, 1.82656], [0.70656, 6.66057, 2.85944], [2.07346, 5.74587, 3.52004], [2.29480, 3.76810, 1.35544], [2.26138, 3.13354, 3.00843], [1.17702, 2.42937, 1.76061], [-0.45616, 3.41116, 0.03846], [4.92547, 6.12617, -5.74769], [4.43407, 6.43678, -4.49030], [2.99523, 6.30202, -4.17933], [2.74468, 6.04217, -2.62430], [3.18814, 4.61571, -2.23484], [1.30913, 6.14920, -2.31862], [4.71129, 6.91198, -6.47207], [4.52890, 5.17231, -6.09550], [5.99191, 6.00707, -5.55638], [2.45059, 7.20132, -4.46697], [2.48669, 5.50396, -4.72025], [3.20874, 6.86934, -2.08714], [3.19233, 4.47594, -1.15385], [4.25121, 4.68274, -2.46613], [2.64056, 3.82310, -2.74477], [1.10329, 6.05886, -1.33395], [0.68703, 5.57918, -2.87374], [1.33327, 0.01144, -2.30576], [-0.08864, -0.08842, -2.40488], [-0.66087, -0.49886, -1.17205], [-0.65638, 0.67161, -0.11327], [-1.49206, 0.50661, 1.13928], [-1.21396, 1.88651, -0.66397], [1.89646, -0.86503, -2.62625], [1.81588, 0.35828, -1.39204], [1.61663, 0.91965, -2.83771], [-1.69575, -0.65806, -1.47500], [-0.17043, -1.38529, -0.76977], [0.35873, 0.87057, 0.23033], [-1.48634, 1.34167, 1.83980], [-1.44233, -0.45458, 1.65087], [-2.49374, 0.44714, 0.71360], [-2.20470, 1.69238, -0.69301], [-0.94174, 1.88836, -1.63659], [1.00995, -4.24798, 2.48313], [0.42921, -3.14220, 3.22125], [0.20784, -3.47089, 4.54145], [0.06502, -2.19789, 5.39831], [-1.12094, -1.55442, 4.69415], [-1.37053, -0.16331, 5.05241], [-2.56886, -0.05753, 6.10103], [-2.69835, 1.29062, 6.60508], [-1.97708, 1.41615, 7.85090], [1.30217, -3.94808, 1.47677], [0.31888, -5.07820, 2.33732], [1.88904, -4.66574, 2.97381], [1.16626, -3.84457, 4.90184], [-0.54688, -4.24638, 4.67229], [0.96070, -1.60050, 5.22809], [-0.10765, -2.41895, 6.45160], [-0.98005, -1.67959, 3.70188], [-1.69272, 0.29242, 4.11615], [-0.54946, 0.50738, 5.30560], [-2.68921, -0.87631, 6.81040], [-3.47443, -0.23728, 5.52162], [-0.99281, 1.11377, 7.49330], [-2.26625, 0.89249, 8.76209], [-1.92074, 2.48594, 8.05209], [5.35709, 1.90089, -1.40087], [6.75720, 1.88505, -1.51672], [7.25730, 2.59036, -2.65096], [8.60672, 2.10386, -3.09614], [9.17210, 2.90269, -4.14800], [10.45059, 2.38221, -4.56139], [11.33087, 3.22212, -5.54616], [11.41911, 2.62937, -6.83819], [10.22443, 2.77391, -7.60403], [5.20309, 1.71700, -0.33758], [4.97044, 1.09507, -2.02477], [4.79585, 2.78538, -1.70218], [7.23036, 3.66932, -2.49862], [6.59293, 2.53182, -3.51310], [8.45691, 1.10336, -3.50190], [9.40543, 1.86430, -2.39417], [9.04592, 3.89413, -4.00233], [10.30391, 1.39415, -4.99764], [11.01527, 2.32506, -3.63081], [12.35958, 3.33719, -5.20470], [10.94280, 4.24036, -5.51953], [10.21481, 2.27624, -8.57373], [9.89211, 3.79200, -7.80693], [9.37314, 2.35853, -7.06471], [5.44870, -1.35530, -5.19517], [6.77996, -0.65083, -5.27553], [7.46188, -1.10292, -6.40216], [6.90631, -0.58052, -7.78910], [7.81608, -0.83263, -8.86277], [7.97048, 0.34058, -9.76595], [8.77520, 0.09121, -10.98814], [8.43495, 1.09204, -11.91677], [9.56185, 1.77720, -12.63274], [5.69022, -2.40134, -5.00656], [4.79130, -1.11477, -6.03069], [4.95595, -0.83489, -4.37390], [7.52855, -2.18594, -6.50565], [8.50264, -0.78221, -6.35663], [6.89088, 0.50651, -7.71007], [5.91695, -1.00999, -7.94661], [7.59421, -1.70081, -9.32875], [8.19730, 1.18434, -9.11426], [6.98524, 0.63658, -10.12621], [8.53239, -0.79721, -11.57109], [9.82310, -0.10242, -10.75896], [9.14162, 2.52198, -13.30861], [10.02728, 1.02526, -13.26999], [10.31992, 2.14135, -11.93934], [-0.68330, -10.41719, 1.22367], [-0.91108, -9.02263, 0.88056], [-1.87621, -9.01543, -0.20381], [-1.92408, -7.60573, -0.66818], [-0.94299, -7.26791, -1.73044], [0.40261, -7.35058, -1.33037], [0.90558, -6.34792, -0.30297], [0.57933, -5.03109, -0.77094], [1.39114, -4.47791, -1.78321], [-1.61720, -10.90613, 1.50091], [0.07722, -10.64847, 1.96946], [-0.23573, -10.97335, 0.39999], [-2.88466, -9.26614, 0.12521], [-1.51271, -9.56305, -1.07334], [-1.86759, -6.95090, 0.20137], [-2.89872, -7.34113, -1.07826], [-1.02265, -6.29110, -1.97458], [1.03624, -7.16130, -2.19686], [0.65127, -8.36716, -1.02567], [1.95859, -6.48553, -0.05734], [0.58296, -6.34686, 0.73818], [0.87402, -3.76363, -2.42389], [1.89008, -5.22234, -2.40367], [2.11835, -3.84176, -1.27864], [-6.14837, 3.07848, 4.19244], [-6.96394, 4.13733, 3.48905], [-6.47606, 5.48228, 3.58890], [-7.55319, 6.39110, 2.99178], [-8.47267, 6.79985, 4.05451], [-9.53675, 7.57417, 3.38902], [-10.66242, 7.87076, 4.42035], [-11.77589, 8.47745, 3.70394], [-12.75463, 9.09459, 4.53275], [-5.78126, 3.38377, 5.17230], [-5.18844, 2.87110, 3.71954], [-6.58057, 2.07932, 4.13791], [-5.49803, 5.59271, 3.12054], [-6.29665, 5.62474, 4.65456], [-7.93819, 5.82426, 2.14410], [-7.18233, 7.34854, 2.62588], [-8.92330, 6.06713, 4.58381], [-9.94791, 6.94879, 2.59660], [-9.18758, 8.43199, 2.81429], [-10.26620, 8.63658, 5.08715], [-10.96640, 6.92889, 4.87705], [-13.59280, 8.50181, 4.89906], [-13.16131, 9.78539, 3.79416], [-12.34255, 9.74110, 5.30754]],
  "mulliken_charge": [-1.18, 2.27, -2.01, -1.82, -0.60, -1.32, 1.80, -1.86, -1.45, -0.62, 0.54, -0.32, 0.27, 0.55, 0.34, 0.38, 0.42, 0.36, 0.65, 0.43, 0.28, 0.46, 0.42, 0.11, 0.50, 0.50, -0.06, 0.44, 0.34, 0.23, -1.20, 1.81, -1.71, -0.14, -0.52, -0.70, 1.83, -1.77, -2.03, 0.97, -0.57, 0.08, -0.14, 0.52, 0.28, 0.37, 0.34, 0.12, -0.59, 0.40, 0.05, -0.37, 0.66, 0.46, 0.39, 0.18, 0.53, 0.07, 0.45, 0.32, -1.30, 2.21, -1.19, -1.49, -0.65, -1.32, 1.72, -1.69, -2.05, 0.05, -0.28, 0.04, 0.33, 0.34, -0.30, 0.07, 0.40, 0.31, 0.56, 0.33, 0.40, 0.39, 0.48, 0.48, 0.20, 0.36, 0.47, 0.41, 0.37, 0.33, -1.86, 1.93, -1.82, -0.77, -1.10, -1.37, 2.18, -2.12, -1.77, 0.77, -0.24, 0.17, 0.56, 0.14, 0.34, 0.39, 0.34, 0.35, 0.13, 0.50, 0.44, 0.08, 0.53, 0.34, 0.31, 0.45, 0.21, 0.48, 0.00, 0.23, -0.69, -0.30, -0.91, 0.21, -0.89, -0.59, 0.28, 0.32, 0.20, 0.42, 0.34, 0.33, 0.24, 0.17, 0.28, 0.17, 0.26, -0.73, -0.55, -0.05, 1.26, 0.47, 0.41, 0.42, 0.08, 0.46, -0.56, 0.48, -0.56, -0.11, 0.01, -0.83, -0.40, 0.29, -0.65, -0.18, -0.55, -0.84, 0.39, 0.01, -0.50, -0.27, -0.92, -0.34, 0.58, 0.26, 0.49, 0.31, 0.34, 0.33, 0.13, -0.42, 0.38, 0.52, -0.08, 0.39, 0.28, 0.28, 0.59, -0.45, -0.42, -0.50, -0.11, -0.62, -0.55, -0.39, -0.41, 0.31, -0.07, -0.40, 0.33, 0.37, 0.13, 0.26, 0.23, 0.21, 0.51, 0.33, 0.31, 0.14, 0.32, 0.11, -0.62, -0.15, -0.75, -0.48, -0.22, -0.32, -0.55, -0.35, -0.67, 0.31, 0.33, -0.07, 0.28, 0.34, 0.33, 0.28, 0.27, -0.01, 0.29, 0.38, 0.39, 0.24, 0.30, 0.27, -0.94, -0.20, -0.86, -0.60, -0.37, -1.12, -0.10, -0.12, -0.39, 0.33, 0.29, 0.35, 0.53, 0.36, 0.27, 0.56, 0.34, 0.48, 0.37, 0.08, 0.36, 0.29, 0.37, -0.18, -0.58, -0.34, -0.03, -0.78, -0.36, -0.72, -0.36, -0.30, -0.72, 0.43, 0.06, 0.30, -0.16, 0.48, 0.29, 0.43, 0.26, 0.35, 0.33, 0.34, 0.25, 0.26, 0.25, 0.33]
}